Formula: C14H8F9NO6
Source: OMol25
Level of theory: the ωB97M-V functional and the def2-TZVPD basis

As for the HOMO-LUMO gap: 9.648 eV. The structure (SMILES) is O=C1OC(=O)C(C(F)(F)F)=C1C(=O)C(F)(F)C(F)(F)C(F)(F)C(=O)O.CCCC#N.

Positions of all 38 atoms, in Å:
O  0.371  -3.163  -1.503
C  0.617  -2.013  -1.587
O  1.767  -1.516  -2.153
C  1.799  -0.165  -1.953
O  2.656  0.542  -2.359
C  0.587  0.207  -1.170
C  0.378  1.589  -0.636
F  -0.664  1.615  0.219
F  1.481  1.993  0.015
F  0.118  2.471  -1.614
C  -0.181  -0.864  -1.086
C  -1.557  -1.103  -0.542
O  -1.822  -1.124  0.619
C  -2.605  -1.518  -1.606
F  -3.001  -2.777  -1.290
F  -1.996  -1.538  -2.824
C  -3.912  -0.650  -1.728
F  -4.385  -0.846  -2.977
F  -4.815  -1.084  -0.820
C  -3.687  0.854  -1.491
F  -3.449  1.065  -0.166
F  -2.540  1.200  -2.173
C  -4.826  1.795  -1.950
O  -5.728  1.467  -2.650
O  -4.682  3.035  -1.477
H  -3.854  3.144  -0.991
C  4.912  -0.261  2.344
C  3.999  0.420  3.356
C  2.798  -0.446  3.755
C  1.959  -0.757  2.601
N  1.302  -0.973  1.686
H  4.387  -0.463  1.409
H  5.767  0.373  2.111
H  5.291  -1.208  2.731
H  3.639  1.366  2.949
H  4.563  0.656  4.260
H  2.179  0.066  4.492
H  3.131  -1.387  4.196


Formula: C5H9N5
Source: OMol25
Level of theory: the ωB97M-V functional and the def2-TZVPD basis

The multiplicity is 3. As for the HOMO-LUMO gap (alpha / beta): 4.697 / 5.738 eV.

Positions of all 19 atoms, in Å:
C  -0.810  -1.365  -1.974
C  -1.381  0.205  -0.214
C  0.135  0.618  1.555
C  0.707  -1.232  0.261
C  2.139  0.857  0.106
N  -0.881  -2.000  -2.931
N  -1.034  0.893  0.823
N  -0.704  -0.830  -0.815
N  1.141  -0.085  0.772
N  -2.503  0.505  -0.942
H  0.453  1.492  2.165
H  0.015  -0.043  2.388
H  0.330  -1.793  1.030
H  1.541  -1.737  -0.296
H  2.544  1.515  0.829
H  2.841  0.293  -0.605
H  1.451  1.495  -0.509
H  -2.817  1.407  -0.544
H  -3.167  -0.195  -1.098


Formula: C53H50F5IIrNO4P2SSe
Source: OMol25
Level of theory: the ωB97M-V functional and the def2-TZVPD basis

The multiplicity is 5. As for the HOMO-LUMO gap (alpha / beta): 6.558 / 6.877 eV.

Positions of all 119 atoms, in Å:
Ir  0.634  0.234  0.524
C  6.929  4.194  -0.508
C  5.759  3.453  0.125
C  5.900  3.512  1.659
C  5.695  1.997  -0.311
C  6.707  1.311  -0.961
C  6.533  -0.017  -1.330
C  5.355  -0.669  -1.019
C  4.323  -0.028  -0.328
P  2.785  -0.936  0.113
C  2.667  -2.070  -1.310
C  2.582  -1.510  -2.581
C  2.446  -2.322  -3.695
C  2.380  -3.701  -3.545
C  2.463  -4.264  -2.280
C  2.612  -3.451  -1.164
C  3.376  -2.030  1.476
C  2.544  -2.336  2.547
C  2.969  -3.160  3.580
C  4.240  -3.705  3.556
C  5.083  -3.419  2.490
C  4.656  -2.590  1.466
C  4.513  1.315  -0.032
O  3.474  2.021  0.532
C  3.292  3.271  -0.013
C  1.998  3.689  -0.296
C  1.857  4.949  -0.881
C  2.957  5.742  -1.160
C  4.234  5.293  -0.852
C  4.417  4.049  -0.271
P  0.520  2.680  0.139
C  -0.725  3.344  -1.013
C  -0.854  2.733  -2.254
C  -1.782  3.204  -3.171
C  -2.586  4.290  -2.852
C  -2.462  4.902  -1.612
C  -1.537  4.428  -0.692
C  0.011  3.451  1.720
C  -1.089  2.897  2.377
C  -1.541  3.439  3.569
C  -0.891  4.530  4.130
C  0.208  5.080  3.487
C  0.653  4.549  2.283
H  7.872  3.746  -0.197
H  6.948  5.230  -0.172
H  6.881  4.183  -1.597
H  6.834  3.042  1.966
H  5.078  2.995  2.154
H  5.903  4.550  1.993
H  7.631  1.815  -1.207
H  7.311  -0.536  -1.871
H  5.212  -1.687  -1.359
H  2.607  -0.434  -2.702
H  2.361  -1.877  -4.677
H  2.256  -4.334  -4.414
H  2.407  -5.338  -2.156
H  2.655  -3.896  -0.178
H  1.545  -1.941  2.573
H  2.294  -3.376  4.396
H  4.577  -4.346  4.359
H  6.080  -3.837  2.456
H  5.342  -2.384  0.658
H  0.871  5.312  -1.138
H  2.819  6.708  -1.624
H  5.087  5.916  -1.078
H  -0.256  1.869  -2.485
H  -1.881  2.713  -4.130
H  -3.311  4.657  -3.566
H  -3.089  5.746  -1.355
H  -1.459  4.897  0.280
H  -1.600  2.031  1.970
H  -2.394  2.994  4.062
H  -1.234  4.943  5.069
H  0.725  5.926  3.921
H  1.514  4.989  1.798
Se  0.775  0.447  2.864
C  -5.192  3.465  2.478
C  -4.593  3.901  1.147
C  -4.817  2.900  0.023
S  -3.628  1.545  0.047
O  -3.819  0.791  1.336
C  -4.374  0.562  -1.304
C  -5.235  -0.593  -0.800
C  -6.667  -0.204  -0.458
H  -4.973  4.194  3.258
H  -4.799  2.495  2.782
H  -6.277  3.374  2.402
H  -3.521  4.088  1.263
H  -5.036  4.852  0.839
H  -4.656  3.362  -0.955
H  -5.825  2.483  0.052
H  -3.529  0.202  -1.890
H  -4.942  1.258  -1.923
H  -4.760  -1.022  0.084
H  -5.227  -1.369  -1.571
H  -6.694  0.484  0.387
H  -7.250  -1.081  -0.175
H  -7.169  0.272  -1.304
N  -0.966  -2.731  2.238
C  -0.436  -3.103  1.062
O  0.240  -2.344  0.381
C  -0.689  -4.502  0.575
I  0.582  -5.896  1.569
H  -0.925  -1.748  2.481
H  -1.623  -3.322  2.719
H  -0.431  -4.548  -0.479
H  -1.713  -4.826  0.741
F  -1.934  -4.206  -4.434
C  -1.688  -3.194  -3.585
C  -0.864  -2.146  -3.950
F  -0.319  -2.124  -5.178
C  -0.620  -1.110  -3.068
F  0.179  -0.111  -3.498
C  -1.167  -1.053  -1.775
O  -0.966  -0.050  -0.958
C  -2.026  -2.116  -1.466
F  -2.627  -2.146  -0.255
C  -2.276  -3.163  -2.333
F  -3.095  -4.163  -1.954


Formula: C27H64BF3O10P
Source: OMol25
Level of theory: the ωB97M-V functional and the def2-TZVPD basis

As for the charge: -1. As for the HOMO-LUMO gap: 6.033 eV.

Positions of all 106 atoms, in Å:
C  1.400  -1.074  1.987
C  1.797  0.307  1.396
B  1.906  0.185  -0.180
O  3.205  0.008  -0.696
P  0.401  0.376  -1.448
C  0.883  -1.145  -2.509
C  0.837  -2.519  -1.876
O  -0.464  -3.116  -1.997
C  -1.059  -3.516  -0.809
C  -0.675  -4.937  -0.439
F  -1.357  -5.346  0.652
F  0.632  -5.065  -0.145
F  -0.937  -5.820  -1.411
O  -0.040  1.830  -0.496
C  -1.235  1.717  0.199
C  -1.712  0.252  0.194
O  -2.948  0.189  -0.535
C  -3.547  -1.081  -0.521
C  -5.045  -0.976  -0.251
C  -5.814  -2.112  -0.907
O  -5.298  -0.945  1.164
O  -0.732  -0.545  -0.345
H  1.299  -1.849  1.220
H  2.134  -1.427  2.718
H  0.427  -1.024  2.482
H  2.759  0.618  1.824
H  1.060  1.062  1.682
H  3.338  -0.866  -1.083
H  1.229  1.232  -2.297
H  -0.743  0.634  -2.291
H  1.910  -0.962  -2.852
H  0.240  -1.163  -3.399
H  1.547  -3.212  -2.349
H  1.103  -2.469  -0.809
H  -2.147  -3.507  -0.926
H  -0.801  -2.857  0.029
H  -2.028  2.348  -0.228
H  -1.090  2.020  1.249
H  -1.946  -0.108  1.212
H  -3.373  -1.577  -1.488
H  -3.102  -1.704  0.268
H  -5.386  -0.009  -0.638
H  -5.469  -3.078  -0.516
H  -6.887  -2.031  -0.717
H  -5.652  -2.116  -1.988
H  -5.754  -1.760  1.406
C  -7.785  -6.531  -3.077
C  -6.953  -5.979  -1.932
O  -7.707  -5.269  -0.964
C  -8.699  -6.014  -0.283
C  -8.153  -7.187  0.515
H  -8.396  -5.741  -3.517
H  -7.126  -6.929  -3.849
H  -8.445  -7.339  -2.758
H  -6.236  -5.251  -2.310
H  -6.376  -6.782  -1.459
H  -9.472  -6.359  -0.981
H  -9.171  -5.296  0.388
H  -7.764  -7.978  -0.128
H  -8.947  -7.618  1.126
H  -7.349  -6.855  1.173
C  3.896  3.781  -1.339
C  2.622  3.817  -0.514
O  2.562  4.912  0.401
C  2.557  6.192  -0.192
C  1.361  6.448  -1.097
H  4.775  3.834  -0.693
H  3.925  2.841  -1.893
H  3.952  4.600  -2.060
H  2.566  2.924  0.106
H  1.739  3.799  -1.156
H  3.490  6.374  -0.740
H  2.539  6.892  0.646
H  1.396  5.840  -2.001
H  1.342  7.498  -1.398
H  0.434  6.216  -0.571
C  1.461  6.023  3.498
C  0.970  7.387  3.052
O  0.300  8.134  4.063
C  1.068  8.416  5.215
C  2.307  9.256  4.945
H  0.647  5.456  3.954
H  1.828  5.464  2.635
H  2.276  6.095  4.220
H  0.232  7.277  2.257
H  1.801  7.973  2.640
H  1.349  7.490  5.731
H  0.391  8.959  5.876
H  3.058  8.707  4.375
H  2.763  9.556  5.890
H  2.042  10.155  4.386
C  6.999  -4.139  -2.054
C  6.593  -2.692  -2.286
O  5.788  -2.152  -1.258
C  6.375  -2.075  0.028
C  7.603  -1.182  0.088
H  6.120  -4.749  -1.843
H  7.489  -4.532  -2.946
H  7.697  -4.242  -1.221
H  5.981  -2.618  -3.185
H  7.482  -2.071  -2.449
H  6.611  -3.077  0.407
H  5.589  -1.664  0.662
H  8.451  -1.606  -0.454
H  7.908  -1.048  1.127
H  7.375  -0.203  -0.334


Formula: C4H16NO2
Source: OMol25
Level of theory: the ωB97M-V functional and the def2-TZVPD basis

As for the charge: +1. As for the HOMO-LUMO gap: 11.318 eV.

Positions of all 23 atoms, in Å:
C  -0.537  1.813  -1.372
C  0.681  0.909  -1.302
C  0.552  -0.360  -2.129
C  1.772  -1.260  -2.023
N  0.885  0.526  0.160
H  -0.723  2.113  -2.405
H  -1.450  1.302  -1.044
H  -0.354  2.705  -0.766
H  1.564  1.458  -1.611
H  0.474  -0.013  -3.163
H  -0.386  -0.874  -1.906
H  1.804  -2.039  -2.774
H  1.827  -1.760  -1.052
H  2.688  -0.690  -2.148
H  1.839  0.186  0.307
H  0.181  -0.182  0.399
H  0.810  1.356  0.760
H  -2.756  -0.654  5.986
H  -1.812  -1.779  5.552
O  -2.191  -0.934  5.260
H  -1.331  -0.863  2.443
H  -2.234  -0.421  1.298
O  -1.304  -0.537  1.532


Formula: C4H6O2
Source: OMol25
Level of theory: the ωB97M-V functional and the def2-TZVPD basis

As for the HOMO-LUMO gap: 10.318 eV. The structure (SMILES) is O=C1CC(O)C1.

Positions of all 12 atoms, in Å:
O  0.979  0.525  -2.355
C  0.478  0.290  -1.289
C  -0.090  1.157  -0.185
C  0.034  -0.056  0.767
O  -1.100  -0.268  1.571
C  0.230  -0.980  -0.470
H  0.385  2.112  0.060
H  -1.164  1.345  -0.397
H  0.928  0.056  1.371
H  -0.916  -1.002  2.172
H  -0.758  -1.415  -0.747
H  0.995  -1.763  -0.498


Formula: C7H15N
Source: OMol25
Level of theory: the ωB97M-V functional and the def2-TZVPD basis

As for the HOMO-LUMO gap (alpha / beta): 7.879 / 7.879 eV. The structure (SMILES) is [H]/N=C\C.C=C(C)CC.

Positions of all 23 atoms, in Å:
H  -1.657  -1.844  -1.347
N  -0.807  -2.333  -1.052
C  -0.289  -1.724  0.019
C  -1.028  -1.815  1.349
H  0.781  -1.971  0.169
H  -0.940  -2.812  1.780
H  -2.068  -1.514  1.210
H  -0.514  -1.156  2.053
C  -1.264  0.756  -1.441
C  -0.434  0.553  -0.391
C  -0.660  1.449  0.806
C  1.315  0.685  -0.941
C  2.384  0.885  0.097
H  -1.173  0.196  -2.365
H  -2.102  1.444  -1.408
H  -1.295  2.312  0.585
H  -1.178  0.943  1.626
H  0.221  1.885  1.280
H  1.314  1.481  -1.685
H  1.392  -0.281  -1.442
H  2.314  0.162  0.913
H  2.309  1.880  0.547
H  3.380  0.817  -0.361


Formula: C14H28F6N6O16
Source: OMol25
Level of theory: the ωB97M-V functional and the def2-TZVPD basis

As for the HOMO-LUMO gap: 10.921 eV. The structure (SMILES) is CCOC(=O)C(F)(F)F.CCOC(=O)C(F)(F)F.C[N+](=O)[O-].C[N+](=O)[O-].C[N+](=O)[O-].C[N+](=O)[O-].C[N+](=O)[O-].C[N+](=O)[O-].

Positions of all 70 atoms, in Å:
C  1.897  -4.331  1.344
C  1.396  -3.000  1.899
O  0.371  -2.517  1.116
C  -0.294  -1.344  1.447
O  -0.162  -0.693  2.500
C  -1.495  -1.007  0.427
F  -1.026  -0.296  -0.557
F  -2.109  -2.118  0.009
F  -2.386  -0.276  1.111
H  1.119  -5.089  1.251
H  2.574  -4.564  2.167
H  2.427  -4.260  0.395
H  2.163  -2.245  2.070
H  1.042  -3.250  2.899
C  -4.712  13.658  -0.999
C  -5.002  12.698  -2.240
O  -5.540  11.447  -1.916
C  -5.760  10.540  -2.962
O  -5.644  10.838  -4.156
C  -6.302  9.158  -2.549
F  -7.429  8.882  -3.245
F  -5.269  8.309  -2.800
F  -6.617  9.136  -1.190
H  -3.963  13.240  -0.327
H  -5.583  13.918  -0.398
H  -4.404  14.645  -1.343
H  -4.159  12.570  -2.920
H  -5.643  13.222  -2.948
C  -7.893  -2.158  -5.471
N  -8.692  -1.328  -4.514
O  -8.770  -1.828  -3.400
O  -9.096  -0.202  -4.775
H  -6.870  -2.167  -5.096
H  -8.066  -1.808  -6.488
H  -8.410  -3.116  -5.531
C  8.071  -3.485  -3.815
N  8.439  -4.691  -3.120
O  8.992  -4.533  -2.019
O  8.277  -5.660  -3.734
H  8.744  -3.393  -4.667
H  8.324  -2.580  -3.263
H  7.148  -3.616  -4.380
C  1.749  1.210  8.464
N  1.905  -0.236  8.232
O  0.990  -0.978  8.541
O  2.971  -0.757  7.936
H  2.071  1.515  9.459
H  0.705  1.457  8.275
H  2.495  1.654  7.805
C  -0.924  -7.242  -5.171
N  -1.301  -6.151  -4.199
O  -1.142  -5.048  -4.587
O  -1.941  -6.508  -3.244
H  -0.147  -7.769  -4.617
H  -0.357  -6.821  -6.002
H  -1.805  -7.762  -5.546
C  3.444  5.784  1.940
N  3.997  4.810  0.934
O  3.294  4.360  0.099
O  5.245  4.683  0.857
H  3.130  6.673  1.392
H  4.334  5.892  2.560
H  2.585  5.349  2.450
C  5.985  -11.158  5.645
N  5.111  -12.099  4.816
O  4.648  -13.067  5.435
O  4.743  -11.778  3.689
H  6.807  -11.635  6.179
H  5.333  -10.405  6.089
H  6.385  -10.675  4.753


Formula: C15H21BCl4N2O2
Source: OMol25
Level of theory: the ωB97M-V functional and the def2-TZVPD basis

As for the HOMO-LUMO gap: 8.124 eV.

Positions of all 45 atoms, in Å:
Cl  0.480  0.483  4.120
B  0.201  1.603  2.676
Cl  -1.538  1.494  1.933
Cl  0.544  3.397  3.158
O  1.156  1.186  1.616
C  1.389  1.765  0.498
C  1.722  0.951  -0.641
C  1.527  1.436  -1.953
C  2.040  0.725  -3.029
C  2.721  -0.481  -2.793
Cl  3.459  -1.292  -4.100
C  2.773  -1.044  -1.508
C  2.247  -0.345  -0.434
H  1.158  2.829  0.354
H  0.998  2.380  -2.077
H  1.928  1.095  -4.048
H  3.232  -2.019  -1.371
H  2.283  -0.756  0.571
C  8.161  2.734  6.632
C  7.667  2.934  5.210
C  6.429  2.112  4.868
N  6.008  2.228  3.473
C  4.793  2.673  3.050
C  4.598  2.487  1.528
C  5.666  3.289  0.736
C  4.895  4.226  -0.199
C  3.428  4.183  0.294
N  3.294  2.967  1.086
O  3.966  3.196  3.784
H  9.006  3.394  6.833
H  7.385  2.960  7.366
H  8.498  1.711  6.803
H  7.434  3.991  5.053
H  8.469  2.679  4.511
H  6.647  1.053  5.065
H  5.583  2.413  5.489
H  6.620  1.810  2.787
H  4.663  1.402  1.355
H  6.295  3.883  1.415
H  6.327  2.603  0.199
H  5.284  5.253  -0.177
H  4.956  3.863  -1.232
H  3.222  5.072  0.928
H  2.711  4.182  -0.537
H  2.622  3.062  1.853